A cluster of 2 separate species, C3H3NO in total at a distorted geometry, computed with the ωB97M-V functional and the def2-TZVPD basis.

```
! RIJCOSX wB97M-V def2-TZVPD def2/J DEFGRID3
* xyz 0 1
C 0.222 -0.168 -2.376
C -0.208 -0.253 -1.239
C -0.813 -0.310 1.123
N 0.355 0.206 1.371
O -1.890 -0.667 1.400
H 1.068 0.011 -3.052
H 0.614 0.762 0.444
H 0.652 0.418 2.328
*
```

Results
- LUMO (spin up / spin down): -0.203 / -0.204 eV
- Highest occupied orbital energy (spin up / spin down): -0.335 / -0.335 Eh
- Calculated total energy: -245.9213 hartree
- Kohn-Sham gap (spin up / spin down): 8.910 / 8.909 eV

A cluster of 2 separate species, C4H13N3O in total at a distorted geometry, computed with the ωB97M-V functional and the def2-TZVPD basis.

```
! RIJCOSX wB97M-V def2-TZVPD def2/J DEFGRID3
* xyz 0 1
C 1.842 -1.106 -0.310
C 0.408 -1.116 0.203
C -0.004 0.244 0.656
N -3.217 0.434 -0.742
C -2.438 -0.600 0.179
N -1.373 0.181 1.099
N 1.970 -0.124 -1.328
H 2.039 -2.147 -0.654
H 2.589 -1.039 0.654
H -0.291 -1.278 -0.620
H 0.247 -1.844 1.061
H 0.155 0.946 -0.223
H 0.591 0.652 1.560
H -2.841 0.134 -1.634
H -4.129 -0.013 -0.747
H -3.156 -0.755 0.972
H 2.451 0.994 -0.386
H 1.585 -0.322 -2.252
H -1.668 1.145 1.315
H 2.357 2.547 0.129
O 2.445 1.627 0.407
*
```

Results
- LUMO: -3.340 eV
- Highest occupied orbital energy: -0.267 Eh
- Calculated total energy: -399.3953 hartree
- Kohn-Sham gap: 3.938 eV

An isolated molecule of C18H20N4O3S at a distorted geometry, computed with the ωB97M-V functional and the def2-TZVPD basis.

```
! RIJCOSX wB97M-V def2-TZVPD def2/J DEFGRID3
* xyz 0 1
N 5.519 -1.289 -1.241
C 4.910 -0.371 -0.414
O 5.527 0.582 -0.237
N 3.696 -0.640 0.142
C 2.911 0.262 0.733
S 3.321 1.860 1.456
C 1.608 2.203 1.774
C 1.055 3.501 2.274
C -0.249 3.620 2.695
C -0.903 4.818 3.027
C -0.228 5.963 2.877
C 1.083 5.962 2.576
C 1.749 4.740 2.385
C 0.818 1.208 1.353
C 1.531 0.038 0.761
C 0.902 -1.100 0.214
O 1.346 -2.251 0.331
N -0.284 -0.992 -0.451
C -1.084 -2.048 -1.120
C -2.294 -2.314 -0.194
C -3.682 -2.477 -0.836
C -3.879 -3.684 -1.805
C -2.833 -3.894 -2.911
N -2.157 -2.637 -3.354
C -1.604 -1.683 -2.502
O -1.389 -0.641 -3.009
H 5.051 -2.026 -1.693
H 6.444 -0.984 -1.568
H 3.207 -1.457 -0.263
H -0.898 2.750 2.803
H -1.994 4.996 3.182
H -0.765 6.876 3.137
H 1.672 6.767 2.714
H 2.829 4.680 2.185
H -0.281 1.098 1.175
H -0.647 -0.078 -0.623
H -0.531 -3.026 -1.240
H -2.010 -3.169 0.535
H -2.413 -1.473 0.467
H -3.964 -1.588 -1.465
H -4.365 -2.582 0.096
H -3.880 -4.579 -1.203
H -4.927 -3.653 -2.188
H -3.376 -4.284 -3.745
H -2.155 -4.699 -2.547
H -2.385 -2.307 -4.284
*
```

Results
- LUMO: 0.590 eV
- Highest occupied orbital energy: -0.290 Eh
- Calculated total energy: -1540.8308 hartree
- SMILES string: NC(=O)Nc1sc(-c2ccccc2)cc1C(=O)N[C@H]1CCCCNC1=O
- Kohn-Sham gap: 8.473 eV

A structure of composition C9H19F4MnN3O9S4 at a distorted geometry, computed with the ωB97M-V functional and the def2-TZVPD basis.

```
! RIJCOSX wB97M-V def2-TZVPD def2/J DEFGRID3
* xyz 0 6
Mn -1.193 -2.250 -1.272
N 2.004 -3.026 -2.632
S 2.918 -4.238 -2.864
O 4.263 -4.222 -2.373
O 2.626 -5.022 -4.042
F 2.215 -5.005 -1.684
S 2.937 -1.991 -3.594
O 3.385 -2.290 -4.887
O 3.698 -1.054 -2.798
F 1.603 -1.120 -4.032
N -4.052 -1.787 -3.537
S -5.762 -1.512 -3.477
O -6.596 -2.715 -3.412
O -6.361 -0.256 -3.933
F -5.699 -1.203 -1.880
S -4.321 -2.137 -5.070
O -4.399 -1.077 -6.040
O -4.841 -3.466 -5.276
F -2.781 -2.616 -5.295
C -0.926 2.844 2.619
C -0.163 2.151 1.404
C 1.129 2.976 1.173
C 2.188 2.854 2.186
C 2.567 1.397 2.441
C 1.330 0.518 2.727
N 0.241 0.782 1.767
O -0.895 0.011 2.034
C 1.794 -0.903 2.728
C 0.910 0.886 4.235
C -1.110 2.237 0.195
H -1.618 3.591 2.230
H -0.240 3.390 3.266
H -1.547 2.105 3.125
H 1.595 2.900 0.190
H 0.744 3.985 1.318
H 1.893 3.352 3.110
H 2.997 3.479 1.807
H 3.139 1.348 3.367
H 3.314 1.038 1.732
H 2.608 -1.120 3.421
H 0.964 -1.598 2.858
H 2.080 -1.233 1.730
H -0.130 0.619 4.426
H 1.428 0.272 4.972
H 1.052 1.939 4.479
H -2.104 1.897 0.486
H -0.688 1.677 -0.639
H -1.101 3.253 -0.200
H -1.094 0.341 2.913
*
```

Results
- LUMO (spin up / spin down): -7.266 / -6.995 eV
- Highest occupied orbital energy (spin up / spin down): -0.378 / -0.369 Eh
- ⟨S²⟩: 8.84
- Calculated total energy: -4338.4505 hartree
- Kohn-Sham gap (spin up / spin down): 3.011 / 3.048 eV

A structure of composition C5H5Cl2NO2S at a distorted geometry, computed with the ωB97M-V functional and the def2-TZVPD basis.

```
! RIJCOSX wB97M-V def2-TZVPD def2/J DEFGRID3
* xyz 0 3
C 0.398 -1.436 0.487
C 0.947 -0.287 0.771
C -1.724 -0.307 0.334
C -0.980 -1.632 0.119
C 0.223 1.048 0.622
N -1.248 0.837 0.450
O 2.308 1.954 -0.972
O 0.008 2.914 -1.363
S 0.861 1.837 -1.003
Cl 0.646 2.380 1.617
Cl 0.580 0.392 -2.341
H 1.065 -2.391 0.380
H 1.996 -0.372 0.914
H -2.828 -0.391 0.272
H -1.057 -1.898 -0.926
H -1.197 -2.649 0.640
*
```

Results
- LUMO (spin up / spin down): 0.209 / -4.453 eV
- Highest occupied orbital energy (spin up / spin down): -0.239 / -0.376 Eh
- ⟨S²⟩: 2.01
- Calculated total energy: -1717.0525 hartree
- Kohn-Sham gap (spin up / spin down): 6.722 / 5.772 eV

The ion C4H12NO2 with charge +1 at a distorted geometry, computed with the ωB97M-V functional and the def2-TZVPD basis.

```
! RIJCOSX wB97M-V def2-TZVPD def2/J DEFGRID3
* xyz 1 1
C -0.367 2.005 0.512
O 0.634 1.069 0.787
C 0.548 -0.292 -0.047
C 0.494 -1.395 0.940
N 1.758 -0.259 -0.897
O -0.519 -0.109 -0.962
C -1.852 -0.492 -0.526
H -1.350 1.926 0.995
H -0.487 2.247 -0.578
H -0.163 3.078 0.872
H -0.188 -1.279 1.833
H 1.528 -1.623 1.321
H 0.359 -2.362 0.520
H 1.449 0.239 -1.785
H 2.430 0.256 -0.357
H 2.100 -1.218 -1.123
H -2.377 -0.999 -1.451
H -2.222 0.532 -0.291
H -1.774 -1.327 0.236
*
```

Results
- LUMO: -3.582 eV
- Highest occupied orbital energy: -0.528 Eh
- Calculated total energy: -364.5077 hartree
- SMILES string: COC(C)([NH3+])OC
- Kohn-Sham gap: 10.790 eV

A cluster of 15 separate species, C80H180Br5N10 in total at a distorted geometry, computed with the ωB97M-V functional and the def2-TZVPD basis.

```
! RIJCOSX wB97M-V def2-TZVPD def2/J DEFGRID3
* xyz 5 1
C -15.836 20.988 -23.977
C -16.894 21.834 -23.320
C -17.821 21.105 -22.365
N -18.932 22.083 -21.847
C -18.366 23.380 -21.197
C -20.069 22.367 -22.852
C -21.378 22.356 -22.116
C -21.211 21.248 -21.015
C -19.749 21.294 -20.687
H -15.375 21.460 -24.845
H -16.163 20.048 -24.420
H -15.007 20.676 -23.341
H -17.440 22.224 -24.179
H -16.452 22.713 -22.850
H -17.251 20.710 -21.523
H -18.318 20.249 -22.820
H -19.130 23.946 -20.664
H -17.983 24.007 -22.002
H -17.579 23.019 -20.535
H -19.679 23.272 -23.317
H -19.882 21.605 -23.609
H -21.619 23.348 -21.735
H -22.183 21.950 -22.729
H -21.870 21.417 -20.163
H -21.371 20.252 -21.430
H -19.573 21.732 -19.705
H -19.361 20.290 -20.514
C -5.771 26.174 -11.706
C -6.558 24.906 -12.040
C -7.089 24.876 -13.455
N -7.856 23.509 -13.873
C -9.256 23.559 -13.263
C -7.028 22.214 -13.614
C -7.437 21.215 -14.702
C -7.975 22.021 -15.827
C -7.984 23.462 -15.393
H -5.347 26.073 -10.707
H -6.422 27.035 -11.555
H -4.980 26.488 -12.387
H -7.472 24.866 -11.447
H -5.939 24.031 -11.843
H -6.292 25.067 -14.174
H -7.818 25.675 -13.588
H -9.051 23.555 -12.193
H -9.694 22.599 -13.537
H -9.802 24.437 -13.610
H -7.115 21.817 -12.602
H -6.025 22.615 -13.758
H -8.117 20.407 -14.435
H -6.567 20.689 -15.096
H -8.922 21.620 -16.187
H -7.310 21.816 -16.666
H -8.840 24.059 -15.708
H -7.118 23.968 -15.820
C -18.318 31.331 -27.144
C -17.424 30.049 -27.160
C -17.861 29.075 -28.291
N -17.210 27.666 -28.172
C -17.823 26.835 -27.062
C -15.682 27.695 -28.032
C -15.162 26.394 -28.597
C -16.108 26.061 -29.768
C -17.420 26.786 -29.449
H -19.040 31.275 -26.330
H -18.922 31.437 -28.045
H -17.685 32.216 -27.079
H -17.400 29.516 -26.210
H -16.418 30.421 -27.356
H -17.633 29.450 -29.289
H -18.929 28.868 -28.221
H -17.249 25.908 -27.043
H -18.892 26.681 -27.205
H -17.672 27.460 -26.182
H -15.321 27.954 -27.037
H -15.424 28.377 -28.842
H -15.143 25.571 -27.882
H -14.135 26.375 -28.962
H -16.147 24.984 -29.933
H -15.786 26.269 -30.789
H -18.365 26.245 -29.490
H -17.568 27.519 -30.242
C -13.300 27.570 -22.309
C -11.983 27.037 -22.878
C -11.077 26.178 -21.927
N -9.732 25.678 -22.577
C -8.710 26.779 -22.852
C -9.122 24.692 -21.551
C -8.233 23.736 -22.415
C -8.699 23.925 -23.804
C -9.965 24.740 -23.810
H -13.818 28.165 -23.061
H -13.153 28.172 -21.412
H -13.994 26.816 -21.937
H -11.465 27.869 -23.355
H -12.150 26.354 -23.711
H -11.603 25.348 -21.455
H -10.877 26.808 -21.060
H -8.208 27.168 -21.966
H -9.237 27.538 -23.429
H -8.014 26.408 -23.605
H -8.696 25.307 -20.759
H -9.972 24.148 -21.139
H -7.154 23.835 -22.293
H -8.473 22.722 -22.096
H -7.921 24.456 -24.352
H -8.807 22.992 -24.358
H -10.106 25.337 -24.711
H -10.846 24.120 -23.644
C -8.968 12.437 -23.084
C -9.695 12.911 -21.855
C -10.007 14.368 -21.980
N -10.666 14.950 -20.669
C -11.970 14.229 -20.260
C -10.952 16.420 -20.966
C -9.690 17.125 -20.639
C -8.954 16.214 -19.697
C -9.806 14.985 -19.432
H -8.612 11.417 -22.935
H -8.029 12.916 -23.363
H -9.609 12.389 -23.964
H -9.082 12.731 -20.971
H -10.638 12.373 -21.755
H -10.696 14.667 -22.770
H -9.148 14.984 -22.247
H -12.660 14.041 -21.082
H -12.562 14.803 -19.547
H -11.678 13.272 -19.828
H -11.767 16.724 -20.308
H -11.261 16.546 -22.003
H -9.979 18.099 -20.244
H -9.087 17.232 -21.541
H -8.630 16.706 -18.780
H -7.960 15.967 -20.071
H -10.457 15.180 -18.580
H -9.175 14.123 -19.220
C -8.768 18.685 -33.576
C -9.058 20.128 -33.022
C -8.343 20.333 -31.700
N -8.501 21.831 -31.212
C -9.950 22.068 -30.807
C -7.517 22.173 -30.100
C -7.417 23.691 -30.098
C -7.740 24.144 -31.547
C -8.028 22.892 -32.331
H -9.089 17.961 -32.826
H -7.715 18.638 -33.853
H -9.351 18.527 -34.483
H -10.143 20.213 -32.966
H -8.790 20.776 -33.856
H -7.271 20.141 -31.752
H -8.769 19.645 -30.970
H -10.094 22.989 -30.242
H -10.193 21.276 -30.099
H -10.584 22.034 -31.693
H -7.848 21.738 -29.158
H -6.573 21.711 -30.390
H -8.151 24.201 -29.473
H -6.402 23.922 -29.774
H -8.555 24.853 -31.695
H -6.818 24.599 -31.909
H -8.841 22.984 -33.052
H -7.117 22.513 -32.792
C 0.532 18.393 -23.447
C -0.957 18.157 -23.304
C -1.669 18.830 -24.479
N -3.141 18.379 -24.690
C -4.129 18.947 -23.649
C -3.265 16.815 -24.666
C -4.287 16.498 -25.794
C -3.953 17.486 -26.870
C -3.667 18.776 -26.107
H 1.097 18.056 -22.578
H 0.838 19.428 -23.599
H 0.764 17.877 -24.378
H -1.308 18.557 -22.352
H -1.218 17.128 -23.058
H -1.267 18.385 -25.390
H -1.611 19.896 -24.698
H -5.149 18.588 -23.791
H -4.132 20.031 -23.758
H -3.590 18.725 -22.729
H -3.644 16.533 -23.683
H -2.349 16.254 -24.850
H -5.347 16.529 -25.540
H -4.124 15.494 -26.187
H -4.712 17.446 -27.652
H -3.009 17.265 -27.368
H -4.597 19.340 -26.030
H -2.941 19.384 -26.647
C -15.074 30.945 -17.010
C -15.826 29.639 -16.788
C -15.032 28.722 -15.844
N -15.733 27.373 -15.549
C -16.067 26.750 -16.932
C -16.999 27.628 -14.693
C -16.947 26.463 -13.638
C -15.834 25.507 -14.007
C -14.822 26.498 -14.716
H -15.025 31.407 -16.024
H -15.698 31.553 -17.665
H -14.071 30.804 -17.414
H -16.036 29.202 -17.764
H -16.778 29.777 -16.274
H -14.784 29.043 -14.833
H -14.084 28.461 -16.317
H -16.349 25.739 -16.639
H -15.064 26.745 -17.359
H -16.864 27.299 -17.434
H -17.926 27.657 -15.266
H -16.764 28.487 -14.065
H -17.938 26.009 -13.644
H -16.805 26.986 -12.692
H -16.114 24.678 -14.656
H -15.483 25.138 -13.044
H -13.922 26.177 -15.240
H -14.493 27.175 -13.927
C -5.817 32.438 -23.110
C -5.125 32.456 -24.427
C -4.715 31.046 -24.973
N -4.022 31.124 -26.354
C -2.684 31.843 -26.276
C -3.768 29.681 -26.922
C -3.869 29.652 -28.376
C -4.070 31.118 -28.737
C -4.786 31.788 -27.552
H -6.815 32.007 -23.186
H -5.887 33.499 -22.872
H -5.268 31.884 -22.348
H -4.268 33.123 -24.337
H -5.675 32.938 -25.235
H -5.633 30.503 -25.202
H -4.022 30.481 -24.350
H -2.858 32.919 -26.284
H -2.058 31.466 -27.085
H -2.266 31.515 -25.324
H -2.826 29.317 -26.511
H -4.577 29.098 -26.481
H -2.903 29.303 -28.740
H -4.552 28.886 -28.743
H -3.180 31.633 -29.100
H -4.671 31.225 -29.640
H -4.873 32.875 -27.529
H -5.790 31.373 -27.456
C -0.049 21.222 -15.797
C -0.193 22.068 -17.047
C -1.614 22.628 -17.288
N -1.802 23.602 -18.432
C -1.556 22.870 -19.762
C -0.821 24.790 -18.341
C -1.467 25.901 -19.149
C -2.893 25.473 -19.471
C -3.190 24.280 -18.509
H 0.109 21.768 -14.867
H 0.857 20.621 -15.869
H -0.815 20.448 -15.746
H 0.028 21.490 -17.944
H 0.484 22.922 -17.037
H -1.798 23.239 -16.404
H -2.431 21.907 -17.306
H -2.268 22.047 -19.826
H -0.513 22.558 -19.815
H -1.599 23.492 -20.656
H 0.191 24.522 -18.647
H -0.921 25.064 -17.291
H -0.846 26.106 -20.021
H -1.382 26.730 -18.446
H -2.911 25.169 -20.518
H -3.562 26.328 -19.374
H -3.931 23.560 -18.856
H -3.392 24.662 -17.508
Br -8.956 28.466 -17.291
Br -3.017 24.073 -25.730
Br -9.836 18.417 -26.010
Br -9.806 28.648 -27.676
Br -13.412 22.234 -18.584
*
```

Results
- LUMO: -7.268 eV
- Highest occupied orbital energy: -0.455 Eh
- Calculated total energy: -16571.8930 hartree
- Kohn-Sham gap: 5.120 eV

A cluster of 9 separate species, C4H25NO9S in total at a distorted geometry, computed with the ωB97M-V functional and the def2-TZVPD basis.

```
! RIJCOSX wB97M-V def2-TZVPD def2/J DEFGRID3
* xyz -2 1
C 0.028 1.780 0.638
N 0.751 1.274 -0.533
C 0.577 -0.210 -0.768
C 1.059 -1.114 0.340
S 2.892 -1.098 0.515
C -0.915 -0.493 -1.116
O -1.537 -1.287 -0.209
H 0.139 2.879 0.682
H 0.383 1.385 1.590
H -1.037 1.535 0.495
H 1.803 1.464 -0.395
H 1.164 -0.430 -1.660
H 0.765 -2.127 0.106
H 0.596 -0.829 1.262
H -0.995 -0.994 -2.039
H -1.416 0.427 -1.206
H 3.358 1.311 1.079
H 2.800 1.652 2.468
O 3.181 2.062 1.707
H 1.307 -0.247 3.240
H 2.745 -0.572 2.907
O 2.179 -0.070 3.548
H -1.508 0.443 2.116
H -1.615 -0.867 1.234
O -1.894 -0.462 2.157
H 3.304 -0.872 -2.070
H 3.214 -2.314 -2.251
O 3.361 -1.530 -2.755
H -3.050 -0.912 -0.092
H -3.604 -0.331 1.256
O -3.884 -0.423 0.297
H -0.244 1.677 -3.356
H -0.061 2.254 -1.941
O -0.451 2.447 -2.861
H -3.789 1.092 -0.391
H -2.990 2.018 -1.203
O -3.768 2.017 -0.786
H -1.399 -2.839 -0.622
H -0.277 -3.900 -0.530
O -1.173 -3.794 -0.851
*
```

Results
- LUMO: 5.295 eV
- Highest occupied orbital energy: -0.062 Eh
- Calculated total energy: -1297.5567 hartree
- Kohn-Sham gap: 6.972 eV